[1]
C2H6NO2P | ωB97M-V/def2-TZVPD

Cartesian coordinates (Å):
C  0.2541  -1.5654  1.7327
C  1.0016  0.5947  -0.6369
N  -0.2221  -0.5490  2.0999
O  0.9655  -2.4749  1.5225
O  -1.5168  -0.0410  2.3622
P  -0.0923  0.5538  -1.9445
H  1.0794  1.5456  -0.0280
H  1.9506  -0.1131  -0.6446
H  -1.2288  1.0610  -1.3113
H  -1.2554  0.8548  2.1052
H  -0.4386  -0.7935  -1.9019
H  -0.4972  0.9270  -3.3552

Summary:
Energy relative to the best compared isomer or geometry (same formula, charge and spin) (eV): 6.7174
Energy (Eh): -626.173537
HOMO energy (eV): -7.876
Structure (SMILES): C=[PH3].O=C=NO

[2]
C8H10NO3S | ωB97M-V/def2-TZVPD

Cartesian coordinates (Å):
C  -0.2727  3.0451  1.8316
C  0.7250  2.7365  0.8866
C  -1.1535  2.0609  2.2974
C  0.6963  1.5683  0.2188
C  -1.1707  0.8469  1.5949
C  -0.2055  0.5317  0.5312
C  0.1893  -2.4657  -1.6630
C  0.5574  -1.0130  -1.0315
N  -0.2811  -0.6369  -0.0301
O  -3.1582  -3.9546  -1.6707
O  -4.6284  -1.9587  -1.9366
O  -2.8564  -2.4924  -3.6327
S  -3.3521  -2.5962  -2.2506
H  -0.4810  3.9666  2.4305
H  1.5495  3.4462  0.5932
H  -1.9730  2.4048  2.9784
H  1.5985  1.2550  -0.2443
H  -1.8019  0.1051  1.8805
H  1.0334  -2.9380  -2.1932
H  -0.2066  -3.2385  -0.8446
H  -0.5541  -2.2339  -2.3747
H  1.7587  -1.0158  -0.9647
H  0.4917  -0.3789  -2.0136

Summary:
Total charge: -1
Energy relative to the best compared isomer or geometry (same formula, charge and spin) (eV): 2.5290
Energy (Eh): -989.429687
HOMO energy (spin up / spin down) (eV): -5.007 / -3.022

[3]
C3F2MgORb | ωB97M-V/def2-TZVPD

Cartesian coordinates (Å):
C  0.6314  -0.5880  -0.9905
F  0.9362  -1.6032  -1.9114
Rb  -2.9391  0.2573  1.7841
F  -1.2584  -1.8705  -0.5618
O  1.0435  1.9629  1.1066
C  -0.5134  -0.6839  -0.2870
C  0.0428  1.6435  1.5400
Mg  2.0569  0.8818  -0.6801

Summary:
Total charge: +1
Energy (Eh): -613.090169
HOMO energy (eV): -11.092

[4]
H24O12 | ωB97M-V/def2-TZVPD

Cartesian coordinates (Å):
O  1.1340  -17.9290  7.4430
H  0.7640  -18.4240  6.7070
H  1.1910  -17.0260  7.1010
O  1.5330  -14.6950  9.4660
H  1.5100  -15.3600  8.7880
H  1.7040  -15.2000  10.2520
O  3.4990  -12.0880  6.9050
H  3.7620  -12.9980  6.8860
H  3.9150  -11.6730  7.6400
O  1.7740  -13.8120  3.7820
H  1.9020  -14.7110  3.9800
H  2.5910  -13.4270  4.0750
O  3.3070  -17.2080  8.8450
H  3.3850  -17.3350  9.7530
H  2.7390  -17.8230  8.4370
O  3.5110  -14.7700  7.2400
H  2.7360  -14.9420  6.7530
H  3.4570  -15.5230  7.8660
O  6.1630  -13.3180  8.5340
H  5.3220  -13.2990  9.0170
H  6.6500  -12.6360  9.0310
O  4.2090  -13.7320  10.1860
H  4.0800  -13.1290  10.9250
H  3.3600  -13.8270  9.8440
O  5.6860  -14.6340  5.7790
H  4.9850  -14.6870  6.4410
H  6.3440  -15.2460  6.0790
O  0.9890  -15.3120  6.3720
H  0.6770  -14.3680  6.2840
H  0.0890  -15.7590  6.3970
O  0.7470  -12.6090  6.3970
H  1.6580  -12.3440  6.5660
H  0.0780  -12.2660  7.0200
O  4.8580  -18.5320  7.0310
H  4.3720  -18.0760  7.6790
H  4.2190  -18.8090  6.4190

Summary:
Energy relative to the best compared isomer or geometry (same formula, charge and spin) (eV): 1.8883
Energy (Eh): -917.255962
HOMO energy (eV): -9.838
Structure (SMILES): O.O.O.O.O.O.O.O.O.O.O.O

[5]
CH3N2S | ωB97M-V/def2-TZVPD

Cartesian coordinates (Å):
C  0.2456  0.0733  -0.0453
N  0.7409  -1.1435  -0.1043
N  -0.8485  0.7183  -0.0751
S  1.9106  0.3194  0.1274
H  0.5865  -1.9667  0.6520
H  -1.7013  0.2826  -0.3609
H  -0.9339  1.7165  -0.1939

Summary:
Total charge: +1
Energy relative to the best compared isomer or geometry (same formula, charge and spin) (eV): 0.0139
Energy (Eh): -547.260635
HOMO energy (eV): -15.097

[6]
C4H7NO4 | ωB97M-V/def2-TZVPD

Cartesian coordinates (Å):
C  -1.2951  -1.3524  0.9132
C  0.2088  1.4740  -0.9817
C  1.5112  0.2954  0.1634
C  -0.1863  0.1570  -0.5791
N  -0.1400  -0.8438  -1.5537
O  -1.0711  -0.0144  0.4562
O  -0.2966  2.3973  -0.1339
O  1.5453  0.9011  1.3537
O  2.3527  -0.4405  -0.2438
H  0.0842  3.2478  -0.3836
H  0.7325  1.4238  1.4702
H  0.3393  -0.5014  -2.3764
H  0.3036  -1.6996  -1.2418
H  -1.9861  -1.2702  1.7486
H  -1.7400  -1.9649  0.1267
H  -0.3625  -1.8091  1.2620

Summary:
Energy relative to the best compared isomer or geometry (same formula, charge and spin) (eV): 4.1974
Energy (Eh): -512.228213
HOMO energy (eV): -9.160

[7]
C3H5NO2 | ωB97M-V/def2-TZVPD

Cartesian coordinates (Å):
C  -1.1355  -0.3639  -1.2118
C  -0.2735  1.2741  0.2508
C  -0.0140  0.3970  -0.7018
N  -2.0005  -1.0994  -1.3721
O  1.2268  0.1530  -1.3015
O  0.5559  -1.6064  1.2032
H  -0.4674  -1.7940  1.3581
H  -1.3179  1.3853  0.4230
H  0.6235  1.7153  0.6636
H  1.9816  0.7029  -0.8380
H  0.8209  -0.7639  1.5265

Summary:
Energy relative to the best compared isomer or geometry (same formula, charge and spin) (eV): 2.6988
Energy (Eh): -322.475152
HOMO energy (eV): -10.010
Structure (SMILES): C=C(O)C#N.O

[8]
C3H13NO3 | ωB97M-V/def2-TZVPD

Cartesian coordinates (Å):
C  -0.1064  -0.3729  1.6623
C  0.3744  -0.3900  0.1988
C  -0.4149  0.6005  -0.6281
O  -0.2006  0.4155  -2.0309
N  0.1571  -1.6292  2.4498
H  0.4602  0.3479  2.2497
H  -1.1695  -0.1896  1.6913
H  1.4518  -0.2306  0.2214
H  0.2200  -1.3859  -0.2268
H  -1.4715  0.4632  -0.3896
H  -0.1742  1.6144  -0.4261
H  -0.9505  -0.0383  -2.4147
H  -0.5603  -2.2952  2.1735
H  1.0307  -2.0148  2.1061
H  1.4709  -2.2043  -5.3791
H  1.2107  -1.7160  -3.9927
O  0.7411  -2.0643  -4.7642
H  -0.3489  3.3545  1.9169
H  -0.9171  4.3381  2.8554
O  -0.8028  3.3970  2.7270

Summary:
Energy relative to the best compared isomer or geometry (same formula, charge and spin) (eV): 1.0770
Energy (Eh): -402.540855
HOMO energy (eV): -9.371
Structure (SMILES): NCCCO.O.O

[9]
C3H4IN | ωB97M-V/def2-TZVPD

Cartesian coordinates (Å):
C  -1.4289  -0.5224  -0.2999
C  -0.7728  0.2603  0.5611
C  1.4181  0.1949  -0.1101
N  0.6652  0.0581  0.9302
I  3.5262  0.1316  0.2522
H  -2.5010  -0.4784  -0.5999
H  -0.7585  -1.0914  -0.8709
H  -1.3078  0.9110  1.2889
H  1.1595  0.5363  -1.1516

Summary:
Energy relative to the best compared isomer or geometry (same formula, charge and spin) (eV): 0.9130
Energy (Eh): -469.090715
HOMO energy (eV): -9.508
Structure (SMILES): C=C/N=C/I

[10]
C46H41IrN6O2PS2 | ωB97M-V/def2-TZVPD

Cartesian coordinates (Å):
Ir  0.8082  0.7149  0.6156
C  1.9792  6.0505  1.4701
N  1.3769  4.8683  0.8421
C  0.6426  4.8769  -0.3105
C  0.2846  3.5866  -0.5607
N  0.7877  2.8011  0.4425
C  1.4604  3.5952  1.2738
P  2.6059  3.0015  2.5615
C  1.5553  1.7087  3.2766
N  0.8908  0.7626  2.5994
C  0.3488  -0.1169  3.4979
C  0.6918  0.3160  4.7420
N  1.4388  1.4487  4.5898
C  2.0267  2.2221  5.6905
C  3.4963  1.8869  1.4281
N  2.9274  1.0110  0.5909
C  3.9466  0.4044  -0.0986
C  5.1295  0.9258  0.3283
N  4.8333  1.8514  1.2851
C  5.8197  2.6468  2.0232
H  1.7182  6.9201  0.8749
H  1.5897  6.1776  2.4771
H  3.0619  5.9525  1.4959
H  0.4317  5.7851  -0.8484
H  -0.2955  3.1908  -1.3752
H  -0.2568  -0.9551  3.2017
H  0.4569  -0.0896  5.7108
H  1.6664  1.8023  6.6246
H  3.1114  2.1495  5.6626
H  1.7149  3.2612  5.6248
H  3.7842  -0.3556  -0.8393
H  6.1415  0.7101  0.0325
H  6.8036  2.4181  1.6256
H  5.6243  3.7081  1.8907
H  5.7963  2.3891  3.0793
C  -5.8840  4.3533  1.0793
C  -4.7523  3.3757  0.9908
C  -3.4433  3.7629  1.2659
C  -2.3901  2.8664  1.1620
C  -2.6567  1.5624  0.7763
C  -3.9623  1.1360  0.5204
C  -4.9924  2.0457  0.6275
S  -1.4621  0.2768  0.6765
O  -1.8524  -0.7222  1.6654
C  -1.5459  -0.3356  -0.9863
C  -1.7237  0.6154  -2.0255
C  -1.6444  0.2016  -3.3205
C  -1.3718  -1.1534  -3.6336
C  -1.2587  -1.5774  -4.9779
C  -0.9701  -2.8794  -5.2704
C  -0.7791  -3.8175  -4.2314
C  -0.8936  -3.4414  -2.9243
C  -1.2034  -2.0983  -2.5880
C  -1.3076  -1.6741  -1.2301
C  -1.1727  -2.6775  -0.1297
C  -2.2270  -3.6032  0.0962
C  -3.4176  -3.6010  -0.6771
C  -4.4082  -4.5046  -0.4248
C  -4.2695  -5.4584  0.6078
C  -3.1445  -5.4778  1.3777
C  -2.1002  -4.5491  1.1492
C  -0.9448  -4.5479  1.9617
C  0.0571  -3.6427  1.7609
C  -0.0752  -2.7205  0.7063
S  1.2591  -1.5696  0.5442
O  2.3001  -1.9116  1.5075
C  1.8006  -1.8051  -1.1161
C  1.6211  -0.8155  -2.0714
C  2.0690  -1.0269  -3.3640
C  2.6900  -2.2264  -3.7108
C  3.1567  -2.4793  -5.1126
C  2.8710  -3.2015  -2.7238
C  2.4324  -3.0046  -1.4287
H  -5.6224  5.2157  1.6887
H  -6.7742  3.8859  1.4971
H  -6.1437  4.7136  0.0816
H  -3.2461  4.7787  1.5842
H  -1.3963  3.1760  1.4332
H  -4.1671  0.1049  0.2566
H  -6.0071  1.7213  0.4353
H  -1.9850  1.6378  -1.7829
H  -1.8056  0.9034  -4.1293
H  -1.4095  -0.8546  -5.7697
H  -0.8919  -3.2000  -6.3005
H  -0.5494  -4.8455  -4.4781
H  -0.7535  -4.1699  -2.1373
H  -3.5427  -2.8800  -1.4738
H  -5.3111  -4.4961  -1.0203
H  -5.0640  -6.1700  0.7859
H  -3.0332  -6.2006  2.1756
H  -0.8617  -5.2804  2.7544
H  0.9480  -3.6350  2.3727
H  1.1024  0.1206  -1.8406
H  1.9213  -0.2629  -4.1166
H  2.9027  -1.6563  -5.7769
H  2.7076  -3.3927  -5.5046
H  4.2383  -2.6195  -5.1370
H  3.3607  -4.1321  -2.9823
H  2.5810  -3.7628  -0.6695

Summary:
Total charge: +3
Energy relative to the best compared isomer or geometry (same formula, charge and spin) (eV): 0.2296
Energy (Eh): -3497.779078
HOMO energy (eV): -14.759

[11]
C3H3NO2 | ωB97M-V/def2-TZVPD

Cartesian coordinates (Å):
O  -0.8296  -1.6383  0.7959
C  -0.1266  -0.6268  0.2298
C  1.2855  -0.3607  0.4750
O  1.3590  0.9382  -0.0192
C  0.1117  1.3741  -0.3704
N  -0.8284  0.5183  -0.2569
H  -1.7294  -1.6030  0.4342
H  0.5799  -1.0331  -0.6770
H  0.0357  2.3940  -0.7363

Summary:
Energy relative to the best compared isomer or geometry (same formula, charge and spin) (eV): 4.1491
Energy (Eh): -321.225170
HOMO energy (eV): -9.779

[12]
C8H14NO | ωB97M-V/def2-TZVPD

Cartesian coordinates (Å):
C  -0.7810  1.5936  0.2754
C  0.5935  1.7100  0.2299
C  -1.5624  0.6219  -0.5047
C  1.1347  -0.6964  -0.0492
C  -1.2654  0.2203  -1.7307
C  -2.8998  0.3900  0.2125
C  0.4656  -1.0771  1.2301
C  2.4020  -1.3409  -0.3487
N  1.4865  0.7902  -0.0788
O  2.6867  1.1220  -0.3861
H  -1.2312  2.1359  1.1655
H  0.9918  2.7062  0.4627
H  -0.2659  0.5522  -2.0382
H  -1.7559  -0.5591  -2.3790
H  0.4947  -0.9324  -0.9545
H  -3.2501  1.2840  0.7842
H  -2.8314  -0.3980  0.9138
H  -3.5916  -0.1536  -0.5060
H  -0.6124  -0.8225  1.1912
H  0.7876  -0.3772  1.8989
H  0.5950  -2.0356  1.5856
H  2.6429  -1.6602  -1.3320
H  2.4641  -2.2945  0.3492
H  3.3020  -0.7787  0.0086

Summary:
Total charge: -1
Energy relative to the best compared isomer or geometry (same formula, charge and spin) (eV): 1.2310
Energy (Eh): -443.075898
HOMO energy (eV): -1.634
Structure (SMILES): C=C(C)/C=C\N([O-])C(C)C

Q: Number 3 is which compound?
A: C3F2MgORb